# 1
One molecule with the formula C5H8N2, computed with ωB97M-V/def2-TZVPD.

Output
**Total energy**: -8294.166 eV
**Strongest force on any atom**: 0.29 eV/A
**HOMO energy**: -7.6 eV
**Relative energy (zero: lowest compared OMol25 entry of this formula, charge and spin)**: 19.1 kcal per mole
**Structure (SMILES)**: Cn1cccc1N
**Frontier orbital gap**: 0.3163 hartree
**LUMO**: 1.01 eV

```
! RIJCOSX wB97M-V def2-TZVPD def2/J DEFGRID3
* xyz 0 1
C 0.07052 0.28236 1.67010
N 0.10671 0.67351 0.26069
C -1.17168 1.01854 -0.20037
C -1.51090 0.22135 -1.23846
C -0.38670 -0.63999 -1.50835
C 0.57779 -0.32286 -0.60169
N 1.88720 -0.79098 -0.46949
H 1.05394 -0.05093 2.01053
H -0.26255 1.12050 2.28642
H -0.65158 -0.53974 1.78072
H -1.72385 1.79393 0.31061
H -2.44298 0.25714 -1.78523
H -0.29843 -1.36581 -2.30371
H 2.44379 -0.27225 0.19506
H 1.98697 -1.79015 -0.36445
*
```

***

# 2
C30H69O16P3Si2 as an isolated structure at a distorted geometry, computed with ωB97M-V/def2-TZVPD.

Output
**Total energy**: -108616.630 eV
**Strongest force on any atom**: 8.46 eV/A
**HOMO energy**: -9.1 eV
**Frontier orbital gap**: 0.2986 hartree
**LUMO**: -1.02 eV

```
! RIJCOSX wB97M-V def2-TZVPD def2/J DEFGRID3
* xyz 0 1
C 2.23964 -1.91454 -0.53331
C 1.15778 -1.42599 -1.13829
Si 0.48613 -2.30956 -2.64494
C -0.68401 -3.71735 -2.14929
O -1.30500 -3.50861 -0.88701
C -0.62034 -4.08966 0.21096
O -0.12189 -1.31879 -3.81124
Si -1.24729 -0.15133 -3.43762
C -0.44947 1.32203 -2.57386
C 0.99946 1.46132 -3.05107
C 1.56634 2.88436 -2.91584
C 2.06016 3.15531 -1.47978
C 3.58064 3.13777 -1.32068
C 4.19759 1.72901 -1.26491
C 5.56632 1.61202 -1.96302
C 5.75192 0.18942 -2.51497
C -1.89365 0.48329 -5.09594
C -1.04606 0.11923 -6.30844
O -1.06455 -1.28288 -6.62889
C -2.28478 -1.78709 -6.85503
O -3.07814 -1.35078 -7.62784
O -2.56746 -0.74077 -2.64367
C -2.72297 -0.48691 -1.24726
C -3.42712 0.84319 -0.93255
C -4.18938 1.44899 -2.10138
P 2.26898 -3.32308 -3.62586
O 1.98271 -3.67932 -5.02420
O 3.49854 -2.28717 -3.54854
O 2.76652 -4.58658 -2.76635
H 2.72965 -2.83311 -0.83643
H 2.66626 -1.38309 0.31013
H 0.71847 -0.54417 -0.68383
H -0.11547 -4.65448 -2.16302
H -1.46104 -3.83744 -2.90748
H 0.34286 -4.51726 -0.06466
H -0.43739 -3.30947 0.95327
H -1.26230 -4.82629 0.69627
H -1.02999 2.18826 -2.89892
H -0.54639 1.27662 -1.48753
H 1.67142 0.74498 -2.58229
H 1.01588 1.22490 -4.12199
H 0.78642 3.58416 -3.21038
H 2.42506 2.97231 -3.58294
H 1.63163 2.46978 -0.74407
H 1.72447 4.15620 -1.19798
H 4.08043 3.70795 -2.10564
H 3.81540 3.64600 -0.38299
H 3.54698 0.96828 -1.69945
H 4.35858 1.45440 -0.22013
H 5.61871 2.33407 -2.77755
H 6.37977 1.79458 -1.26113
H 5.32685 -0.51820 -1.79850
H 5.20620 0.07748 -3.45122
H 6.79731 -0.07978 -2.64622
H -2.93530 0.17861 -5.20608
H -1.89320 1.57493 -5.04196
H -0.00195 0.38875 -6.17607
H -1.40772 0.67266 -7.17766
H -2.51247 -2.68099 -6.26185
H -1.79144 -0.54896 -0.67845
H -3.34743 -1.29124 -0.86113
H -4.11105 0.66740 -0.10193
H -2.72723 1.60613 -0.58704
H -4.91350 2.15302 -1.68703
H -4.74663 0.71885 -2.68150
H -3.52369 2.05425 -2.71508
H 3.25377 -1.51238 -3.02456
H 2.51734 -5.40817 -3.20835
O -5.79278 3.64698 1.39480
P -6.40230 3.85669 2.75041
O -7.44450 2.55381 2.60029
C -6.93452 1.23186 2.73498
C -6.49377 0.90478 4.15164
O -7.36833 5.11995 2.39502
C -7.17044 5.94771 1.24842
C -7.96256 5.43710 0.06286
O -6.80798 3.90718 4.32211
C -7.95089 4.57618 4.88256
C -9.27692 3.99672 4.45009
H -6.10503 1.08861 2.03421
H -7.73984 0.56139 2.43403
H -5.63004 1.50536 4.44805
H -6.21493 -0.14685 4.23044
H -7.29157 1.11515 4.86321
H -6.11184 6.03855 1.01094
H -7.51922 6.94504 1.52321
H -7.77514 4.37875 -0.11553
H -7.70723 5.99571 -0.83833
H -9.03232 5.54878 0.24651
H -7.89638 5.64583 4.69100
H -7.84475 4.45389 5.96176
H -9.43725 4.08604 3.37848
H -10.08118 4.53145 4.95836
H -9.33974 2.93823 4.70121
O 3.82421 -2.40304 3.66136
P 5.30282 -2.40390 3.53033
O 5.55833 -3.93398 2.97981
C 5.12383 -4.27297 1.66117
C 5.92243 -3.57985 0.57100
O 5.79081 -2.50203 5.07255
C 4.89839 -2.32899 6.17408
C 4.31628 -3.65385 6.61940
O 6.70510 -1.85502 2.98931
C 7.95941 -1.91051 3.69254
C 8.47091 -3.31236 3.92419
H 4.05866 -4.04031 1.56057
H 5.23524 -5.35315 1.57259
H 5.75986 -2.49886 0.58478
H 5.62789 -3.95161 -0.41167
H 6.99054 -3.74628 0.70844
H 4.11624 -1.61133 5.93244
H 5.48773 -1.89368 6.98329
H 3.88667 -4.20113 5.78088
H 3.54201 -3.49929 7.37171
H 5.09575 -4.28383 7.05085
H 7.89946 -1.34308 4.61898
H 8.66321 -1.37665 3.05268
H 7.80377 -3.89573 4.55424
H 9.44280 -3.26109 4.41727
H 8.57927 -3.84737 2.98066
*
```

***

# 3
C20H26FeNO3 as an isolated structure at a distorted geometry, computed with ωB97M-V/def2-TZVPD.

Output
**Total energy**: -63175.783 eV
**Strongest force on any atom**: 4.77 eV/A
**HOMO energy (alpha / beta)**: -0.8 / -3.4 eV
**Relative energy (zero: lowest compared OMol25 entry of this formula, charge and spin)**: 0.6 kcal per mole
**Frontier orbital gap (alpha / beta)**: 0.1350 / 0.2285 hartree
**LUMO (alpha / beta)**: 2.83 / 2.83 eV

```
! RIJCOSX wB97M-V def2-TZVPD def2/J DEFGRID3
* xyz -1 5
O 3.71611 -4.12080 -2.75547
C 2.70902 -3.53769 -2.86670
Fe 1.67263 -2.20219 -2.43010
C 2.79880 -0.94866 -1.83410
O 3.65580 -0.30791 -1.37147
C 1.38433 -2.64080 -0.76915
O 1.25565 -2.82596 0.38390
C -0.29648 -2.95006 -2.64250
C -1.60617 -2.82672 -1.83862
C -2.39021 -1.46698 -1.71406
C -1.65987 -0.21679 -1.38990
C -0.57012 0.10377 -2.17192
C 0.05951 -0.56565 -3.27632
C 0.02943 -1.95253 -3.63883
H -0.12865 -4.01854 -2.89612
H -2.33094 -3.44848 -2.41315
H -1.49650 -3.33234 -0.85443
H -2.96240 -1.32068 -2.65589
H -3.14916 -1.62051 -0.94498
H -2.21470 0.56682 -0.83838
H -0.05841 1.06765 -1.97640
H 0.53408 0.09124 -4.02214
H 0.31824 -2.23287 -4.65097
C 2.01106 3.66910 0.83303
C 2.24052 2.30105 0.23811
C 1.07440 1.35033 0.49798
N 0.31689 1.55873 1.70763
C -0.73113 0.74577 1.90542
C -1.14650 -0.29830 1.10214
C -2.31471 -1.00189 1.69642
C -2.64799 -0.21042 2.99083
C -1.59963 0.93202 3.12979
C 0.58626 2.61762 2.66495
C 1.78454 3.52544 2.33010
H 2.89160 4.28650 0.67085
H 1.15946 4.16942 0.36524
H 2.40448 2.34687 -0.83692
H 3.13613 1.84211 0.66847
H 0.36948 1.42639 -0.34454
H 1.42618 0.29987 0.45013
H -0.42585 -0.83919 0.44455
H -3.19153 -1.03044 1.04554
H -2.06335 -2.04765 1.90334
H -3.65282 0.23171 2.97015
H -2.57268 -0.88704 3.85347
H -0.96428 0.79235 4.02712
H -2.08692 1.93078 3.18703
H -0.32399 3.25825 2.77958
H 0.75467 2.16805 3.67303
H 2.67423 3.07437 2.79666
H 1.62148 4.49490 2.81761
*
```

***

# 4
One molecule with the formula C12H24BrO6PS at a distorted geometry, computed with ωB97M-V/def2-TZVPD.

Output
**Total energy**: -115276.801 eV
**Strongest force on any atom**: 6.76 eV/A
**HOMO energy**: -9.2 eV
**Structure (SMILES)**: COCCCCCCCCC[C@@H]1OS(=O)(=O)O[C@H]1P(O)Br
**Frontier orbital gap**: 0.3229 hartree
**LUMO**: -0.43 eV

```
! RIJCOSX wB97M-V def2-TZVPD def2/J DEFGRID3
* xyz 0 1
C 3.42520 2.43377 2.41704
O 3.37751 2.07689 0.99097
C 4.32284 1.00351 0.64690
C 3.79066 -0.51770 0.94253
C 2.51372 -1.00068 0.03752
C 2.19163 -0.07040 -1.27253
C 0.82610 -0.69910 -1.96936
C -0.07153 0.39363 -2.79741
C -0.42081 1.77201 -1.98197
C -0.85610 1.55614 -0.41388
C -2.45924 1.10918 -0.42386
C -2.71343 -0.09373 0.66588
O -1.76948 -1.23208 0.50380
S -2.40429 -2.63585 -0.27054
O -1.96958 -3.75112 0.71727
O -1.92600 -2.94038 -1.73567
O -4.05484 -2.10421 -0.23681
C -4.18357 -0.88785 0.61954
P -4.76863 -1.65998 2.30799
O -5.39886 -3.26575 2.01020
Br -6.48770 -0.34532 3.07882
H 2.37350 2.93174 2.68320
H 4.23510 3.23277 2.70053
H 3.55241 1.52418 3.14253
H 4.75098 1.11127 -0.46070
H 5.27504 1.16443 1.34896
H 4.66827 -1.32573 0.90095
H 3.42178 -0.53831 2.07666
H 2.79027 -2.08247 -0.38477
H 1.52473 -1.14387 0.65253
H 2.12078 1.07892 -1.06584
H 3.05904 -0.24612 -2.05864
H 1.19780 -1.50173 -2.77102
H 0.24843 -1.30520 -1.15154
H -1.11845 -0.13578 -3.01703
H 0.38718 0.60593 -3.87466
H -1.24431 2.37106 -2.60103
H 0.55400 2.45723 -2.03925
H -0.77420 2.59396 0.16872
H -0.16554 0.80496 0.16116
H -2.69812 0.80189 -1.54185
H -3.10644 2.06108 -0.18399
H -2.40570 0.37290 1.72037
H -4.94403 -0.13266 0.14001
H -4.66612 -3.84142 1.61827
*
```

***

Question: The lowest total energy belongs to which entry?
Answer: C12H24BrO6PS